No. 1
Molecular formula: C56H132F10N7O22P3S10
Method: DFT, ωB97M-V/def2-TZVPD

Results
E: -279058.2733 eV
2S+1: 2
net charge: +1
molecular weight: 1859.27 g mol⁻¹

The geometry in XYZ format:
```
240
C56H132F10N7O22P3S10 ωB97M-V/def2-TZVPD
S -6.26 0.27 0.29
S 1.21 -6.16 -1.28
S -0.14 -7.92 -0.72
S -2.25 5.79 0.72
S -0.18 -3.82 2.87
S -5.67 1.01 -1.87
S -0.87 1.40 -6.46
S -2.76 5.61 -1.48
S 1.49 -4.01 4.48
S -0.19 0.23 -4.56
P 5.11 -1.12 2.09
P 3.65 2.59 -5.85
P -5.57 -4.05 3.66
F -2.90 5.05 2.02
F -6.25 0.83 1.79
F -4.54 1.84 -2.65
F 2.59 -4.93 5.27
F 0.93 0.33 -3.43
F -0.50 -8.93 0.47
F -3.09 4.51 -2.58
F -0.41 1.08 -7.96
F 2.39 -5.22 -0.66
F -0.44 -4.43 1.42
O 1.81 -6.63 -2.53
O -1.18 0.96 -3.83
O -5.23 -0.23 -2.44
O -0.85 5.51 0.99
O -3.93 6.44 -1.69
O -6.86 1.70 -2.34
O -8.51 4.58 0.17
O 0.53 -3.72 5.53
O -7.74 0.32 0.09
O 2.37 -2.89 4.10
O -1.45 -7.29 -0.91
O -0.94 2.86 -6.57
O -0.24 -1.18 -4.74
O -1.48 6.13 -1.90
O -1.49 -4.04 3.52
O -1.59 -0.82 -0.76
O 0.20 -2.53 2.34
O -2.75 7.20 0.73
O 0.24 -5.04 -1.50
O 0.29 -8.91 -1.69
O -5.66 -1.00 0.57
O -2.16 0.74 -6.45
N -2.91 4.64 -0.39
N -5.60 4.16 -0.07
N 0.54 0.80 -5.78
N -5.17 1.36 -0.47
N -2.27 2.03 -0.49
N 1.04 -4.99 3.42
N 0.99 -7.21 0.08
C -6.27 6.24 0.94
C -3.88 -1.74 3.68
C 3.18 3.57 3.21
C 8.14 -1.73 4.05
C -5.35 -2.22 3.69
C 2.85 3.08 -7.43
C 9.94 -0.45 0.23
C 7.56 3.78 -6.70
C 1.61 -1.16 0.05
C -1.93 -0.54 4.85
C 8.54 0.09 0.07
C -4.18 -4.64 7.62
C -2.26 1.83 1.92
C -1.69 1.18 0.65
C -8.10 -3.17 4.75
C 6.33 2.90 -6.80
C 5.25 3.59 -5.85
C -7.35 -4.26 3.91
C -4.85 -4.90 5.15
C 1.75 4.82 -8.86
C -2.08 -0.30 0.42
C -6.28 4.77 1.13
C 5.62 -0.91 -4.40
C -5.45 -3.81 0.83
C -4.48 -5.54 -0.96
C 3.91 0.12 2.83
C -1.88 -2.21 -1.15
C -2.61 -4.44 7.43
C 8.81 3.36 -7.45
C -5.26 -4.67 2.03
C -9.74 4.10 -0.06
C -5.59 -4.57 -0.47
C 4.07 0.83 -5.65
C 4.27 -2.34 0.91
C 3.59 2.43 4.11
C 6.41 -0.01 1.25
C -7.70 4.21 1.24
C 5.01 0.52 -4.35
C 2.97 -0.72 -0.47
C 7.51 -0.77 0.64
C 5.61 -1.99 3.62
C 3.19 3.46 -3.14
C 2.20 4.21 -2.12
C -10.24 -2.72 6.00
C 0.95 3.42 -1.70
C 6.93 -1.01 -3.52
C -3.41 -0.91 4.93
C 4.57 1.40 3.52
C 2.65 4.58 -7.63
C -9.41 -3.68 5.23
C 9.55 -2.23 3.82
C 6.96 -2.67 3.66
C 3.98 -1.75 -0.48
C -5.07 -4.11 6.51
C 2.60 3.18 -4.51
C 1.55 6.29 -9.12
H 0.87 -0.47 -0.35
H -10.08 4.45 -1.04
H -10.79 -3.03 6.89
H 3.30 0.21 0.01
H -5.14 -3.02 6.46
H 1.25 2.44 -1.34
H 7.25 -3.24 2.78
H -1.87 2.04 -1.42
H -4.34 -5.70 7.84
H 0.90 6.80 -8.41
H 5.06 4.61 -6.16
H 0.21 3.24 -2.48
H 1.73 2.53 -4.43
H -6.32 -3.16 0.82
H -1.50 -2.99 -0.49
H -5.26 -5.89 5.35
H -4.18 -6.40 -0.36
H -3.70 -1.34 5.89
H 1.95 2.48 -7.29
H -8.45 -2.42 4.04
H -1.38 -2.31 -2.12
H 8.30 0.37 -0.95
H -9.60 -1.85 6.14
H -7.78 -4.34 2.91
H -10.46 4.15 0.75
H 3.05 0.49 -5.50
H -4.57 -3.16 0.73
H -8.12 4.43 2.22
H 4.80 -1.56 -4.10
H -5.78 -3.78 -1.19
H 4.03 2.82 5.03
H 3.15 0.34 2.07
H -3.84 0.09 4.90
H 1.21 -2.02 -0.49
H 0.74 4.49 -8.62
H 7.89 -0.84 -3.99
H -3.81 -4.99 4.84
H -6.60 -4.98 -0.44
H 8.89 2.36 -7.88
H 8.12 -1.51 5.12
H 3.66 -2.47 -1.23
H 6.98 -3.48 4.39
H -11.00 -2.36 5.31
H 4.51 0.75 -3.41
H -2.29 -3.40 7.32
H 5.88 1.18 -4.32
H 0.39 3.91 -0.89
H 7.03 -2.02 -3.11
H 2.49 6.81 -8.92
H -2.38 2.99 -0.21
H -1.54 -0.44 3.84
H 10.24 -0.44 1.28
H 5.60 3.72 -4.83
H 2.33 4.18 3.52
H -2.93 -2.41 -1.37
H -6.96 6.73 1.63
H -5.66 3.15 -0.02
H 7.22 4.75 -7.06
H 10.00 -1.47 -0.14
H 2.43 4.13 -5.01
H 8.42 1.00 0.67
H -7.71 3.14 1.40
H 4.90 -1.41 -0.95
H 7.05 -0.38 -2.64
H 7.07 -1.32 -0.20
H 5.92 0.49 0.42
H -1.56 -0.79 1.25
H -4.26 -5.08 1.92
H -9.68 3.03 -0.29
H 2.75 -0.42 -1.50
H 2.77 4.58 -1.26
H 5.01 -2.90 3.59
H -4.47 -4.17 8.56
H -9.35 -4.40 6.04
H -3.17 -0.36 0.41
H -5.97 4.53 -0.94
H -7.39 -5.25 4.38
H -1.64 1.46 2.73
H 3.20 -0.34 3.51
H -1.34 -1.38 5.23
H -3.76 -1.08 2.82
H 9.66 -2.53 2.78
H 3.52 5.24 -7.69
H 6.11 2.92 -7.87
H -4.59 4.20 -0.13
H -5.94 -1.80 2.88
H 1.98 5.19 -2.55
H -2.16 -4.95 6.57
H -1.74 0.35 5.46
H 6.73 0.68 2.04
H -3.23 1.74 -0.58
H -4.78 -5.88 -1.96
H 5.89 -1.18 -5.43
H 5.34 -1.53 4.57
H 1.14 6.50 -10.10
H -5.29 6.71 1.03
H 10.32 -1.49 4.05
H -3.24 -2.53 3.30
H 7.99 -1.56 1.21
H -7.49 -2.69 5.51
H 8.02 -0.72 3.65
H 2.69 1.96 4.51
H -9.93 -4.17 4.41
H -5.91 -5.54 1.97
H 4.02 4.26 3.11
H -5.62 4.49 1.94
H 3.34 2.75 -8.34
H -0.62 1.33 0.50
H 9.81 -2.91 4.63
H 3.38 -2.80 1.35
H -2.10 2.91 1.93
H 2.10 4.97 -6.78
H 3.35 2.51 -2.62
H 5.22 1.14 4.35
H 10.63 0.20 -0.33
H 6.53 1.87 -6.50
H -3.58 -5.02 -1.30
H -6.72 6.47 -0.02
H 1.98 4.38 -9.83
H 7.89 3.92 -5.67
H 4.14 3.98 -3.24
H 5.33 1.86 2.89
H -2.00 -4.95 8.17
H 9.01 4.02 -8.30
H 9.71 3.58 -6.88
H -6.09 -4.29 6.83
H -3.31 1.62 2.13
H 2.93 3.21 2.22
H 1.53 -0.96 1.11
H -5.79 -1.73 4.56
H 4.50 0.56 -6.61
H 5.05 -3.08 0.74
```



No. 2
Molecular formula: C56H136N4O24
Method: DFT, ωB97M-V/def2-TZVPD

Results
energy relative to the best compared isomer or geometry (same formula, charge and spin): 0.0 kcal per mole
E: -115367.7220 eV
net charge: 0
molecular weight: 1249.71 g mol⁻¹

The geometry in XYZ format:
```
220
C56H136N4O24 ωB97M-V/def2-TZVPD
O 4.31 3.88 1.05
O -3.74 3.42 4.67
O 2.94 -5.24 0.94
O -4.06 0.12 -1.49
O -1.10 -3.63 4.70
O 3.86 1.53 3.16
O -3.03 6.12 4.67
O -6.99 4.21 6.13
O 6.09 2.90 -0.89
O -1.28 -4.76 -5.96
O -3.30 -1.52 7.60
O -1.73 0.80 -4.60
O -4.49 4.98 2.22
O 0.60 5.84 2.41
O 0.19 2.84 -3.31
O -2.37 0.30 1.74
O -5.79 -2.28 0.14
O -4.67 0.50 -4.25
O -5.18 -3.15 2.86
O -0.27 7.09 4.94
O -2.90 -5.44 3.39
O -2.68 0.59 4.75
O 4.09 6.60 2.59
O 4.34 2.95 5.69
N -2.47 -4.31 -5.35
N 5.81 1.93 -1.90
N 2.86 -5.40 -0.50
N -1.01 0.72 1.82
C -3.42 -3.71 -6.31
C 1.17 7.06 2.97
C -4.17 -2.97 1.87
C 0.07 2.47 -4.72
C -5.92 4.43 5.23
C 4.98 3.81 -3.18
C -3.77 -4.82 -7.29
C -0.85 2.11 1.40
C -2.83 -0.35 6.97
C 4.86 -0.03 -0.59
C 4.51 -7.13 -0.37
C -5.09 1.42 -3.23
C 3.96 6.31 1.21
C 0.77 -4.18 -0.49
C 3.25 2.06 5.47
C -4.44 -2.66 -4.20
C 1.57 1.47 0.95
C -1.20 2.42 -0.06
C -4.58 -1.95 0.81
C 5.97 0.59 -1.45
C -0.73 -4.88 4.11
C 2.12 -4.34 -1.19
C 4.08 -5.87 -1.10
C 3.36 4.94 0.94
C -0.09 -0.39 1.45
C -2.33 -0.57 5.57
C -1.39 2.13 -4.98
C -4.67 -3.32 -5.55
C 1.83 -4.90 -2.58
C 6.15 -0.24 -2.72
C 5.06 0.03 -3.76
C 4.75 2.38 -2.75
C -1.60 -5.15 2.92
C -0.52 -0.96 0.08
C -2.96 6.55 3.32
C 3.10 -5.23 -3.35
C 1.09 6.99 4.48
C 0.62 2.47 1.59
C -2.76 -2.55 -7.04
C -4.10 1.41 -2.07
C 4.74 1.51 -4.00
C 2.85 2.10 4.01
C -4.82 3.45 5.60
C 1.36 0.03 1.46
C 3.37 2.36 -2.10
C 7.24 0.46 -0.64
C -2.27 -3.94 -3.97
C -1.26 -2.78 -3.82
C -3.59 -3.58 -3.33
C -1.66 2.92 2.39
C -0.22 -1.46 2.53
C 5.30 -4.92 -1.03
C -1.72 -5.17 -3.24
C 3.83 -6.29 -2.55
C -4.25 6.33 2.59
C 2.80 -2.98 -1.27
H -3.11 1.65 -2.46
H 2.63 3.13 3.68
H -4.36 -5.62 -6.84
H 3.22 -7.19 -2.49
H -3.31 2.56 4.78
H -1.67 -1.87 -4.26
H 1.17 -5.77 -2.50
H -5.27 -2.64 -6.16
H 1.55 1.42 -0.14
H 0.31 -1.62 -0.21
H -5.88 -2.53 2.67
H -1.36 -1.66 0.11
H -5.39 -2.45 -3.70
H 1.89 -0.54 0.69
H 3.75 -7.92 -0.41
H 4.88 6.49 0.65
H -1.29 -0.88 5.53
H -2.70 2.61 2.39
H 3.20 7.02 0.85
H 3.85 -0.03 -1.02
H -1.18 3.51 -0.15
H -4.47 2.15 -1.36
H -2.69 0.77 -4.71
H 1.88 1.56 3.91
H -1.31 -4.87 -2.27
H -3.78 -1.91 0.06
H -0.67 -0.22 -0.70
H -3.97 -3.92 1.35
H 0.99 -3.96 0.56
H 2.34 2.31 6.02
H -0.49 2.06 -0.80
H 5.08 4.54 -2.39
H -0.82 6.40 4.54
H 0.55 -2.21 2.36
H 1.61 7.89 4.83
H 5.35 -0.48 -4.67
H -2.33 -2.90 -7.98
H -2.10 6.04 2.88
H -5.49 5.43 5.33
H -4.13 -0.49 -2.24
H -2.94 -5.12 -7.92
H -1.56 -4.36 2.16
H 1.53 6.07 4.88
H 3.54 -2.94 -2.08
H 7.11 0.03 -3.17
H -5.40 0.26 -4.82
H -2.00 2.91 -4.52
H -0.70 -5.70 4.82
H 6.21 -1.31 -2.51
H 5.36 1.90 -4.81
H -5.13 2.43 -3.64
H 0.72 7.98 2.58
H -3.20 -2.69 2.30
H -2.28 0.43 3.88
H -2.47 -5.95 -3.19
H -0.17 -1.03 3.52
H 6.15 -5.32 -0.49
H -5.21 2.43 5.75
H -6.52 -2.03 0.72
H -1.20 -6.05 2.42
H 3.03 4.92 -0.11
H 2.40 -5.96 1.28
H 4.68 -6.89 0.68
H -1.55 3.98 2.15
H 0.22 -5.13 -0.46
H -6.21 4.27 4.18
H 5.89 3.85 -3.79
H -0.97 -2.62 -2.78
H 3.27 -2.72 -0.32
H 0.37 3.32 -5.32
H 5.10 -1.03 -0.24
H 3.66 -4.31 -3.51
H -2.89 -1.42 5.12
H -3.95 -1.93 7.01
H 0.15 -3.40 -0.90
H 0.68 1.58 -4.89
H 0.83 2.42 2.67
H 4.98 -3.96 -0.61
H -4.50 3.80 6.60
H 5.42 -7.56 -0.78
H 3.51 1.00 5.64
H 2.01 -0.12 2.32
H -3.39 -5.91 2.71
H 4.15 -0.46 -3.37
H 2.55 2.82 -2.66
H 3.05 1.37 -1.78
H 0.89 3.49 1.32
H 3.74 1.43 -4.44
H -3.65 0.39 6.97
H 4.78 -6.55 -3.03
H -4.49 -4.34 -7.99
H -2.59 0.32 0.78
H -0.35 -3.09 -4.34
H -1.41 -5.70 -6.13
H -3.42 -3.08 -2.37
H 1.22 -4.20 -3.16
H -1.54 2.21 -6.08
H 2.58 1.82 1.18
H 3.38 2.96 -1.18
H -4.32 6.96 1.70
H -1.22 -1.91 2.51
H -3.53 -1.85 -7.42
H 4.33 3.20 6.62
H 0.31 -4.77 3.78
H 2.09 -2.18 -1.54
H -5.27 -4.22 -5.38
H -2.04 -1.95 -6.50
H 4.19 4.11 -3.88
H 4.68 4.01 1.94
H 7.41 -0.56 -0.32
H -1.27 2.73 3.39
H -7.72 4.80 5.99
H 2.79 -5.59 -4.34
H 4.74 6.00 3.00
H 4.73 0.56 0.33
H -5.04 6.62 3.29
H 5.70 -4.66 -2.02
H 3.75 2.01 2.33
H -0.83 -5.52 -3.78
H -2.77 7.62 3.35
H 7.17 1.14 0.21
H 2.25 7.05 2.71
H -3.94 -1.69 -4.36
H 8.12 0.73 -1.23
H -1.81 -3.80 5.33
H -6.03 1.09 -2.77
H 0.28 1.99 -2.87
H -3.22 5.14 4.75
H -4.63 -0.96 1.27
H -2.06 0.11 7.58
H -4.18 4.44 2.97
H -2.23 2.14 -0.29
H 5.23 2.92 -0.39
H 2.43 4.89 1.52
H -4.18 -4.48 -3.15
H 0.53 5.99 1.46
```